Formula: C39H88N10O4P3S
Source: the OMol25 dataset
Level of theory: ωB97M-V/def2-TZVPD

Properties
E_HOMO: -9.18 eV
Kohn-Sham gap: 5.29 eV
DFT total energy: -103646.011 eV
Charge: +1

Each line ends with the Mulliken charge.
Atoms and positions in Å:
S -2.902 -3.523 -4.677  -0.05
P -0.649 4.521 -5.659  0.77
P 5.983 -4.231 5.326  0.74
P -1.208 6.376 2.662  0.69
O -1.772 4.996 2.310  -0.82
O 5.321 -2.876 5.588  -0.87
O 0.052 3.295 -5.071  -0.84
O -0.321 -4.239 2.965  -0.22
N -1.540 6.264 4.347  0.20
N -1.926 4.499 -4.516  0.26
N -1.028 3.818 -7.174  0.29
N 6.873 -5.737 4.939  0.04
N -1.341 6.029 -6.330  0.01
N -0.422 7.954 2.982  0.03
N 6.453 -4.513 6.945  0.24
N -1.349 -2.399 -6.403  -0.11
N -2.354 7.268 1.759  0.29
N 4.536 -5.026 4.833  0.29
C -0.360 8.645 4.262  -0.97
C -2.393 -6.755 -0.081  -0.75
C -1.702 -4.610 3.115  -0.55
C -1.704 -7.230 -1.450  -0.73
C -1.251 1.785 0.631  -0.52
C -2.909 3.432 -4.446  -0.95
C -1.866 -6.620 -4.043  -0.82
C 5.980 -5.573 7.807  -1.05
C -1.485 4.842 -3.174  -1.39
C -0.915 -5.658 -4.852  -0.81
C -2.482 1.048 0.922  -0.43
C 6.289 -6.999 4.509  -0.97
C -0.537 -1.330 -3.437  -0.32
C -2.179 -6.178 -2.554  -0.17
C -0.392 -3.055 -5.450  -0.21
C 6.750 -3.333 7.756  -0.96
C 0.053 -3.332 4.009  -0.55
C -0.806 0.297 -1.449  0.56
C 3.421 -5.273 5.729  -1.06
C -1.165 -4.127 -4.605  0.30
C 8.034 -5.436 4.087  -1.05
C -0.703 5.281 5.031  -1.13
C -2.892 6.620 0.563  -0.96
C -2.869 -0.072 0.075  -0.79
C -0.294 7.057 -6.456  -1.05
C 0.910 7.995 2.355  -1.06
C -2.029 -0.440 -1.087  -0.20
C -0.100 2.809 -7.677  -0.85
C -0.439 1.415 -0.539  -0.35
C -3.340 8.186 2.284  -1.08
C 0.253 -1.798 -4.712  -0.75
C -1.380 -5.967 0.859  -0.39
C -2.887 6.213 4.888  -1.03
C -2.092 -5.888 2.290  -0.72
C 0.078 -0.070 -2.722  -0.51
C -2.350 3.542 -7.689  -0.98
C 4.028 -4.548 3.550  -1.21
C -2.634 -2.522 -6.140  -0.16
C -2.581 6.671 -5.914  -0.95
H -0.948 5.799 -3.183  0.33
H 3.730 -5.856 6.597  0.31
H -0.008 7.455 -5.477  0.34
H -0.924 4.259 4.705  0.27
H -1.401 -7.646 -3.993  0.41
H 0.046 0.818 -3.406  0.18
H 0.148 -5.893 -4.568  0.35
H 4.819 -4.602 2.792  0.32
H -1.826 -4.885 4.211  0.35
H -0.617 7.885 -7.091  0.38
H -0.423 -2.313 3.878  0.26
H -2.405 -3.734 2.963  0.33
H 5.829 -2.873 8.142  0.29
H -2.326 3.463 -8.781  0.38
H -3.434 3.316 -5.395  0.30
H 5.520 -7.353 5.195  0.28
H -1.123 -1.847 -7.239  0.30
H 7.289 -2.587 7.174  0.30
H -3.696 5.915 0.819  0.28
H -2.953 8.812 3.087  0.24
H 3.204 -5.166 3.185  0.38
H -3.302 -6.083 -2.467  0.26
H -3.699 3.696 -3.738  0.40
H 3.687 -3.508 3.609  0.28
H -2.745 2.594 -7.301  0.31
H 0.854 7.626 1.325  0.33
H -0.264 -3.682 5.033  0.31
H -3.430 5.989 -5.951  0.29
H 0.285 8.138 4.987  0.31
H 8.586 -4.580 4.489  0.34
H -3.151 1.306 1.780  0.39
H -2.837 -6.734 -4.589  0.37
H 5.865 -6.949 3.500  0.30
H -0.989 2.629 1.315  0.35
H 0.040 9.655 4.115  0.39
H -2.927 -7.583 0.449  0.50
H -4.233 7.659 2.642  0.38
H 1.130 -0.310 -2.392  0.45
H 6.695 -5.756 8.616  0.39
H -3.665 8.885 1.505  0.38
H 0.602 6.629 -6.920  0.33
H -0.705 -3.981 -3.582  0.21
H -0.287 1.828 -7.215  0.10
H 0.238 -0.937 -5.443  0.13
H -3.802 -0.648 0.277  0.36
H -0.595 -7.055 -1.338  0.28
H 1.175 -3.230 4.059  0.03
H 5.880 -6.528 7.291  0.22
H 7.387 -3.590 8.604  0.34
H 1.307 -2.027 -4.389  0.35
H -0.636 -2.128 -2.641  0.15
H 0.485 2.029 -0.688  0.31
H 7.060 -7.778 4.505  0.40
H -2.112 6.073 0.033  0.23
H -0.821 5.337 6.115  0.36
H -3.351 -2.017 -6.828  0.45
H -2.328 4.967 -2.491  0.45
H -2.392 -1.318 -1.673  0.21
H -1.963 -8.282 -1.724  0.40
H 0.332 -3.547 -6.151  0.46
H -0.186 2.702 -8.761  0.39
H 5.019 -5.317 8.272  0.37
H -3.469 7.083 4.584  0.30
H -2.519 7.103 -4.910  0.30
H -1.745 -5.194 -2.241  0.03
H -0.418 -6.515 1.019  0.39
H -1.605 -1.064 -3.703  0.25
H -2.856 6.284 5.979  0.39
H -2.479 2.468 -4.155  0.13
H -1.931 -6.809 2.903  0.27
H -2.825 7.481 -6.609  0.39
H -1.037 -5.875 -5.956  0.34
H -0.813 4.079 -2.768  0.35
H -3.198 -5.801 2.067  0.29
H 8.733 -6.275 4.049  0.36
H 7.724 -5.188 3.066  0.34
H -3.063 4.337 -7.474  0.23
H 1.623 7.368 2.899  0.34
H -1.345 8.783 4.704  0.29
H 2.676 -5.908 5.240  0.36
H -3.291 7.357 -0.137  0.41
H -3.187 -5.993 -0.346  0.33
H 1.301 9.013 2.308  0.38
H -1.238 -4.900 0.527  0.18
H 0.355 5.481 4.819  0.33
H 2.933 -4.354 6.070  0.28
H 0.932 3.093 -7.472  0.30
H -3.430 5.306 4.608  0.24

---

Formula: C12H24IN5O3Pt
Source: the OMol25 dataset
Level of theory: ωB97M-V/def2-TZVPD

Properties
E_HOMO: -5.75 eV
Kohn-Sham gap: 5.36 eV
DFT total energy: -37772.754 eV
Charge: 0

Each line ends with the Mulliken charge.
Atoms and positions in Å:
Pt 0.338 -0.161 -0.053  0.94
I 1.380 2.114 -2.020  -0.19
O -1.545 1.313 0.390  -0.51
O -2.844 2.218 1.993  -0.45
O -1.393 -1.453 1.029  -0.73
N -1.174 -1.941 3.239  0.22
N -0.680 2.615 2.098  -0.11
N 0.487 -0.758 2.021  -0.09
N 0.645 2.502 1.710  -0.41
N 2.412 0.020 3.007  -0.48
C -3.974 1.669 1.314  -0.62
C 1.728 -2.828 -0.847  0.89
C -0.710 -1.381 2.062  0.30
C -2.437 -2.655 3.254  -1.19
C 1.267 -0.752 3.109  0.67
C 1.947 -1.335 -0.596  -1.17
C -1.658 1.970 1.413  0.77
C -0.362 -1.976 4.339  -0.42
C 3.067 -3.462 -1.251  -1.65
C 0.028 0.403 -1.948  -1.11
C 1.160 -3.548 0.375  -0.99
C 0.872 -1.402 4.279  -1.10
H -3.126 -2.193 3.963  0.35
H 3.816 -3.293 -0.474  0.34
H 1.028 -2.958 -1.679  0.10
H 1.217 2.186 2.478  0.18
H 2.396 -0.896 -1.494  0.40
H 2.677 -1.237 0.224  0.14
H -3.826 0.604 1.135  0.26
H 0.987 3.383 1.346  0.25
H 1.162 -4.630 0.225  0.52
H -4.131 2.178 0.362  0.27
H 3.086 -0.184 3.733  0.27
H 0.327 -0.229 -2.781  0.53
H -4.824 1.832 1.971  0.24
H -0.755 -2.505 5.192  0.48
H -2.282 -3.699 3.532  0.39
H -0.966 0.818 -2.113  0.50
H -0.931 3.098 2.946  0.22
H 2.958 -4.539 -1.399  0.43
H -2.860 -2.604 2.256  0.34
H 3.429 -3.022 -2.180  0.39
H 1.538 -1.457 5.128  0.40
H 2.841 -0.067 2.089  0.24
H 0.132 -3.234 0.547  0.03
H 1.750 -3.325 1.269  0.15

---

Formula: C76H160F12N10O10S4
Source: the OMol25 dataset
Level of theory: ωB97M-V/def2-TZVPD

Properties
E_HOMO: -17.08 eV
Kohn-Sham gap: 9.12 eV
DFT total energy: -192677.144 eV
Charge: +6

Each line ends with the Mulliken charge.
Atoms and positions in Å:
S -4.468 -3.852 5.679  1.03
S 2.855 1.790 1.973  0.85
S 0.382 0.975 2.979  1.15
S -6.387 -2.124 4.273  1.07
F 3.339 -0.380 0.387  -0.15
F -0.844 2.985 1.782  -0.21
F -4.950 -5.666 3.660  -0.17
F -3.043 -4.640 3.608  -0.22
F -3.424 -6.012 5.152  -0.21
F 4.932 0.892 0.720  -0.25
F -6.587 -3.771 2.240  -0.18
F -2.166 1.819 2.982  -0.25
F -1.463 1.082 1.051  -0.21
F -5.077 -2.348 1.942  -0.24
F -7.070 -1.664 1.844  -0.23
F 3.375 1.554 -0.628  -0.23
O 1.407 -1.696 5.550  -0.32
O 2.961 3.194 1.598  -0.56
O 3.551 1.394 3.140  -0.63
O -5.565 -4.362 6.431  -0.53
O 0.485 -4.215 -0.372  -0.73
O -7.359 -2.946 4.915  -0.52
O -6.499 -0.691 4.264  -0.60
O 0.588 1.546 4.268  -0.67
O -0.202 -0.379 2.840  -0.88
O -3.240 -3.565 6.323  -0.58
N -4.785 -2.427 4.884  -0.28
N 4.485 -8.488 0.489  0.10
N 2.911 7.415 0.229  0.86
N -1.860 -5.491 -6.710  0.89
N -10.220 1.728 -4.175  0.45
N 13.743 -1.047 1.190  0.66
N -7.225 6.526 4.730  0.41
N 0.036 -1.649 7.430  -0.26
N 0.774 -2.745 1.298  0.30
N 1.464 1.100 1.850  -0.31
C 3.445 9.503 -2.940  -1.43
C 0.054 -3.282 0.288  0.74
C -2.849 -5.152 -7.801  -0.65
C -2.105 -7.325 -8.273  -0.71
C 10.080 -2.219 -0.862  -1.12
C 2.794 8.027 -1.138  -1.25
C 2.801 -9.335 -1.313  0.05
C 13.498 -0.271 2.530  -0.56
C 6.462 6.049 0.088  -0.60
C -6.939 5.189 5.386  -0.61
C -1.287 -0.889 7.472  -0.84
C 2.031 6.231 0.315  -0.21
C -1.165 -6.827 -7.180  -0.58
C -6.256 6.936 6.928  -0.53
C -0.864 -4.443 -6.506  -1.27
C 2.411 8.439 1.205  -0.78
C 16.066 -3.723 2.987  -1.45
C -7.424 7.307 5.995  -0.83
C -12.269 3.617 -8.406  -1.22
C 0.916 8.161 1.317  -0.64
C 5.040 6.279 -0.477  -0.28
C -10.080 2.992 -3.416  -1.36
C 4.197 -5.865 -3.047  -0.92
C -4.014 -5.143 4.360  0.68
C -1.210 -2.635 -0.020  -0.97
C 4.297 -7.598 2.795  -0.32
C 4.050 -9.559 -0.457  -1.17
C -4.519 8.686 2.998  -1.42
C -4.260 -5.073 -3.617  -0.51
C 3.646 9.208 -1.446  -0.19
C -2.618 -5.791 -5.440  -1.64
C -10.893 7.075 3.815  -0.82
C -8.928 1.236 -4.776  -0.73
C 2.703 -10.410 -2.410  -1.42
C -10.880 8.438 4.354  -0.98
C 4.708 -7.084 -0.215  -0.84
C 14.536 0.810 2.630  -0.58
C 12.583 -1.892 -0.883  -0.34
C -3.432 -4.629 -4.843  -0.26
C 11.328 -1.911 -1.697  -0.61
C -10.484 0.624 -3.142  -0.43
C 14.723 1.178 1.169  -0.63
C -5.699 8.582 3.937  -0.10
C -11.082 2.840 -6.324  -0.20
C -6.256 -2.564 2.457  0.70
C 3.456 -8.168 1.609  -0.81
C -11.253 1.761 -5.275  -1.47
C 5.797 -7.899 2.421  -0.90
C 5.684 -7.088 -1.429  -0.53
C 0.983 6.611 1.375  -0.71
C 1.211 -3.753 -5.395  -1.38
C 3.656 0.888 0.468  0.58
C 7.161 4.836 -0.523  -1.25
C -1.121 1.761 2.144  0.49
C -11.048 4.791 -2.018  -1.37
C -5.999 5.480 6.580  -0.76
C 1.910 0.052 7.118  -0.85
C 4.303 7.160 0.539  -1.60
C -12.242 2.566 -7.270  -0.42
C -8.381 6.595 3.838  -0.71
C -9.051 0.349 -2.601  -0.67
C 2.081 -3.198 1.663  -1.09
C 12.448 -1.204 0.455  -1.32
C 5.699 -8.940 1.245  -0.54
C -4.878 -3.865 -2.975  -1.36
C 5.550 -5.915 -2.422  -0.99
C 0.122 -4.796 -5.398  0.12
C -5.928 7.066 4.083  -1.04
C 1.273 -1.119 6.520  0.53
C -11.394 3.533 -2.759  -0.08
C -2.548 -6.071 -8.983  -0.70
C -8.048 0.853 -3.586  -0.69
C 15.717 -2.429 2.179  -0.28
C 14.723 -0.120 0.391  -0.40
C -9.782 6.197 4.380  -0.53
C 14.367 -2.424 1.470  -0.79
H 4.429 6.661 1.499  0.78
H 6.413 5.981 1.171  0.42
H -4.130 -4.271 -5.616  0.37
H 15.711 -0.576 0.428  0.35
H 0.371 -1.596 8.399  0.41
H -8.425 7.153 6.404  0.64
H -10.778 7.003 2.718  0.29
H -6.594 9.041 3.480  0.23
H -6.553 7.091 7.967  0.45
H -10.186 2.721 -6.891  0.29
H 1.735 -3.809 -4.456  0.29
H 3.255 10.123 -0.978  0.31
H -5.543 8.969 4.922  0.41
H 0.530 8.592 2.228  0.44
H -1.874 -6.132 -4.799  0.61
H 0.360 -1.977 1.778  0.09
H -11.830 6.533 3.943  0.44
H 6.421 -7.055 2.125  0.33
H -12.237 1.861 -4.730  0.45
H 2.748 9.426 0.910  0.37
H -13.201 3.511 -8.970  0.39
H 12.833 -2.966 -0.695  0.26
H 2.905 -8.318 -1.734  0.12
H 1.857 -10.359 -3.097  0.38
H -11.688 9.117 4.023  0.38
H -3.415 -6.166 -9.568  0.42
H -5.945 6.651 3.088  0.40
H 3.751 10.476 -3.201  0.44
H 15.620 1.808 0.981  0.41
H -6.265 4.773 7.401  0.34
H 6.504 4.021 -0.292  0.25
H 15.228 -3.876 3.663  0.36
H 5.541 -9.987 1.560  0.52
H 0.410 8.510 0.405  0.27
H 2.662 -3.218 0.751  0.28
H 13.838 1.749 0.793  0.29
H 14.099 1.543 3.241  0.42
H 2.347 9.487 -3.037  0.35
H -7.885 4.813 5.779  0.45
H 0.655 -5.699 -5.694  0.17
H 6.360 -5.999 -3.123  0.45
H -9.274 0.384 -5.343  0.46
H -3.867 -5.419 -7.475  0.40
H -12.214 3.654 -3.465  0.38
H -4.922 5.279 6.317  0.33
H 15.479 0.457 2.970  0.28
H -4.179 -1.701 4.732  0.27
H -9.840 6.364 5.434  0.29
H 15.745 -1.629 2.913  0.10
H 17.001 -3.516 3.538  0.39
H -4.108 9.699 2.911  0.41
H 1.826 0.195 8.207  0.39
H -11.121 1.026 -2.327  0.14
H 12.471 0.139 2.353  0.40
H -2.845 -4.091 -8.089  0.29
H -1.683 -8.082 -8.939  0.41
H -5.326 7.482 6.587  0.20
H 2.857 8.205 2.180  0.49
H -9.933 8.906 4.062  0.25
H -9.635 3.730 -4.065  0.54
H 3.647 -10.542 -2.990  0.33
H -1.964 -1.472 8.060  0.41
H -5.373 -3.350 -3.775  0.35
H -7.308 0.173 -4.021  0.44
H 3.878 -6.815 -3.478  0.27
H -12.135 1.517 -7.646  0.29
H 2.930 7.149 -1.832  0.51
H 0.053 6.092 1.201  0.42
H -0.493 -4.163 -7.487  0.49
H 2.025 -4.220 1.962  0.48
H -1.696 -5.724 -9.604  0.29
H -11.196 3.808 -5.852  0.34
H 13.587 -2.976 2.030  0.38
H -4.148 -3.209 -2.521  0.29
H 5.437 -7.982 -2.044  0.20
H -10.183 4.627 -1.314  0.28
H 13.473 -0.945 3.424  0.26
H 6.715 -7.175 -1.113  0.39
H -10.539 5.475 -2.720  0.33
H 10.346 -2.965 -0.099  0.30
H -3.672 -5.544 -2.845  0.36
H 4.702 9.090 -1.215  0.28
H 9.336 -2.758 -1.468  0.31
H -1.597 -0.783 6.460  0.26
H -8.525 1.971 -5.432  0.46
H -10.957 8.348 5.445  0.26
H -10.006 5.129 4.191  0.42
H -1.806 -3.324 -0.661  0.18
H 5.802 -4.961 -1.949  0.37
H 1.317 6.359 2.365  0.29
H 3.703 -6.717 -0.460  0.49
H 16.550 -2.211 1.522  0.41
H -13.200 2.579 -6.681  0.33
H 14.353 -0.050 -0.620  0.23
H -9.348 2.845 -2.645  0.64
H -10.858 -0.285 -3.583  0.47
H -7.420 8.351 5.629  0.48
H -5.546 -4.213 -2.242  0.46
H 3.035 -9.092 1.957  0.43
H 13.382 -1.480 -1.499  0.36
H -2.791 -3.830 -4.439  0.24
H 5.144 6.823 -1.404  0.27
H 11.481 -2.620 -2.536  0.39
H -1.108 0.119 7.796  0.37
H -0.174 -2.625 7.286  0.38
H 0.747 -2.771 -5.563  0.38
H -8.136 5.975 2.973  0.35
H -0.382 -4.904 -4.408  0.32
H 1.925 -9.439 -0.679  0.33
H -11.899 5.348 -1.561  0.38
H -5.176 6.632 4.726  0.52
H -8.933 0.909 -1.690  0.31
H 7.292 4.958 -1.614  0.31
H -11.855 2.854 -2.011  0.30
H 4.052 -6.521 2.746  0.10
H -11.254 0.727 -5.704  0.58
H 4.938 -9.786 -1.033  0.54
H -2.973 -7.789 -7.790  0.31
H -3.302 -6.622 -5.674  0.54
H 11.777 -1.758 1.064  0.61
H 4.064 -7.978 3.788  0.42
H -7.453 1.737 -3.309  0.31
H 1.550 6.033 -0.678  0.21
H 4.818 8.096 0.622  0.42
H 11.140 -0.927 -2.117  0.34
H -0.948 -1.807 -0.630  0.33
H 5.103 -6.492 0.597  0.58
H -1.497 -3.590 -6.230  0.57
H 4.138 -5.166 -3.883  0.37
H 3.931 -10.412 0.253  0.57
H 1.742 8.338 -1.222  0.60
H -1.795 -2.210 0.774  0.31
H 8.096 4.585 -0.045  0.40
H 6.483 -8.906 0.451  0.47
H 2.660 -7.509 1.286  0.51
H 2.984 0.049 6.832  0.34
H -6.570 4.454 4.686  0.42
H 7.080 6.922 -0.103  0.34
H -0.292 -6.530 -7.767  0.45
H -12.309 4.614 -7.915  0.33
H -4.962 -5.868 -3.926  0.37
H -3.567 8.161 3.368  0.29
H 4.521 5.372 -0.712  0.50
H 2.496 -11.395 -1.993  0.41
H -11.416 3.526 -9.129  0.32
H 3.486 -5.618 -2.296  0.30
H -8.988 -0.695 -2.303  0.44
H 1.931 -4.037 -6.154  0.38
H -0.969 -7.503 -6.310  0.28
H 2.604 5.325 0.614  0.15
H 1.485 0.854 6.519  0.20
H 12.047 -0.222 0.382  0.45
H 14.514 -2.959 0.574  0.45
H 16.141 -4.655 2.434  0.36
H 6.333 -8.376 3.236  0.44
H 9.580 -1.363 -0.425  0.31
H 4.002 8.803 -3.606  0.31
H -4.673 8.290 1.997  0.37
H 2.596 -2.687 2.528  0.26
H -8.413 7.679 3.551  0.30

---

Formula: C3H8N2S
Source: the OMol25 dataset
Level of theory: ωB97M-V/def2-TZVPD

Properties
Energy relative to the best compared isomer or geometry (same formula, charge and spin): 149.8 kJ/mol
E_HOMO: -8.79 eV
Kohn-Sham gap: 9.58 eV
DFT total energy: -17055.178 eV
Charge: 0

Each line ends with the Mulliken charge.
Atoms and positions in Å:
S 3.014 -0.284 -0.012  -0.19
N 1.463 -0.854 -0.418  -0.36
N -0.750 -1.012 -0.197  -0.58
C -2.074 -0.484 0.122  -0.69
C 0.271 -0.225 -0.246  0.92
C 0.244 1.234 -0.191  -1.18
H -0.322 1.600 -1.098  0.29
H -2.050 0.641 0.182  0.24
H -0.234 1.704 0.717  0.30
H -2.841 -0.749 -0.620  0.24
H 3.006 -0.509 1.280  0.13
H 1.318 1.634 -0.238  0.31
H -2.416 -0.868 1.085  0.25
H 1.371 -1.828 -0.366  0.32

---

Formula: C5H10O2
Source: the OMol25 dataset
Level of theory: ωB97M-V/def2-TZVPD

Properties
Energy relative to the best compared isomer or geometry (same formula, charge and spin): 231.9 kJ/mol
E_HOMO: -9.61 eV
Kohn-Sham gap: 10.62 eV
DFT total energy: -9440.640 eV
Charge: 0

Each line ends with the Mulliken charge.
Atoms and positions in Å:
O 0.317 0.862 -1.011  -0.57
O 2.072 0.331 0.486  -0.63
C -0.652 1.526 -0.179  -0.38
C -0.742 -0.765 0.483  -0.75
C -1.633 0.411 0.107  -0.54
C 1.772 -0.968 0.066  -0.51
C 0.374 -0.704 -0.534  0.19
H -0.187 1.906 0.744  0.27
H -2.145 0.177 -0.832  0.27
H 1.524 0.892 -0.221  0.43
H -1.125 2.381 -0.687  0.31
H 1.764 -1.707 0.907  0.30
H -0.337 -0.645 1.497  0.30
H 0.184 -1.159 -1.495  0.36
H -1.277 -1.717 0.440  0.32
H -2.367 0.657 0.870  0.36
H 2.498 -1.398 -0.655  0.25